# 1
This record from the Open Molecules 2025 dataset describes a 2-piece molecular cluster, C5H11NO3 overall at a distorted geometry. The level of theory is wB97M-V/def2-TZVPD.

```
20
Properties=species:S:1:pos:R:3:forces:R:3:mulliken_charge:R:1
C 1.61226 -0.34064 0.64823 -1.1276 -0.2911 -0.2519 -0.173
C 0.47897 1.09878 -0.35401 -2.2132 -0.1519 -0.3127 0.724
N 1.63557 -1.64066 0.08872 0.1598 -0.1388 0.1834 -0.477
O 1.07713 1.06194 -1.58808 0.1781 -0.2463 0.3718 -0.543
O 1.27492 -0.27451 1.99343 0.0096 0.2074 -0.0166 -0.534
O 0.44495 2.08686 0.36696 0.3747 -0.4830 -0.0666 -0.693
H 1.26186 0.14085 -1.83141 -0.0605 0.0916 0.0457 0.351
H 1.06374 0.66068 2.16896 0.0525 -0.1040 0.0161 0.388
H 2.52133 0.21052 0.39860 -0.2383 0.1780 -0.1483 0.406
H 2.50627 -2.13034 0.26454 -0.0158 0.0205 -0.0356 0.262
H 0.86950 -2.20520 0.44107 0.0381 0.0008 -0.0474 0.259
C -2.04941 0.55285 0.69589 0.0192 -0.1043 0.1304 -1.164
C -1.18352 0.26469 -0.48133 0.6744 0.8640 -0.3554 0.658
C -1.54189 -0.28312 -1.63380 0.1020 -0.0284 0.1121 -0.970
H 0.24238 -0.06908 0.07853 1.8941 0.0852 0.2890 0.026
H -1.98645 1.61317 0.94856 -0.0213 -0.0578 -0.0355 0.291
H -3.08855 0.27660 0.49872 0.0809 0.0637 -0.0336 0.400
H -1.71764 -0.00758 1.57462 0.0077 0.0413 0.0012 0.266
H -2.56036 -0.62147 -1.80912 0.0320 0.0102 0.0933 0.317
H -0.86106 -0.39433 -2.46908 0.0538 0.0428 0.0607 0.208
```
Forces are in eV/Å.

Output
* total charge: 0
* LUMO energy: 0.66 eV
* spin multiplicity: 1
* DFT total energy: -12991.5060 eV
* highest occupied orbital energy: -8.1168 eV
* energy above the lowest of the compared OMol25 structures with the same formula, charge and spin: 5.346 eV

---

# 2
This record from the Open Molecules 2025 dataset describes a 2-piece molecular cluster, C5H11NO4 overall at a distorted geometry. The level of theory is wB97M-V/def2-TZVPD.

```
21
Properties=species:S:1:pos:R:3:forces:R:3:mulliken_charge:R:1
C -1.65971 0.00482 1.42164 0.3643 0.0000 0.0015 -1.701
C -0.70851 -0.07750 0.23565 0.2907 -0.4795 0.8543 1.367
C -1.43081 0.25843 -1.06994 0.7458 0.6445 0.2705 -1.590
N -0.04549 -1.40424 0.15371 0.5568 -0.2296 0.1892 -0.642
C 1.30296 -0.89723 -0.02672 0.5483 -0.0268 0.0323 1.040
O 2.33810 -1.49663 0.65917 0.1283 -0.2493 0.5687 -0.509
O 1.64494 -0.81038 -1.37695 -0.2834 0.2236 -0.4098 -0.575
C 0.83599 0.40867 0.66466 -1.8141 -1.1367 -0.0708 -0.139
O 1.22904 1.02434 1.60375 -0.0404 0.0279 -0.1246 -0.618
H -2.53256 -0.62571 1.26540 -0.1713 0.0394 -0.1672 0.388
H -1.17410 -0.35928 2.32458 0.1055 0.1193 0.0310 0.375
H -1.97023 1.03646 1.57502 -0.1465 0.0640 0.0782 0.308
H -1.88189 1.24777 -1.00899 -0.1943 0.1369 -0.0509 0.439
H -0.72740 0.25288 -1.90036 -0.0934 -0.1427 -0.1634 0.432
H -2.23531 -0.45809 -1.24299 0.0820 -0.0355 0.0303 0.397
H -0.35977 -2.03808 -0.57182 0.0062 0.1763 -0.1324 0.251
H 2.24597 -2.45529 0.69572 -0.1761 0.0919 -0.1333 0.362
H 2.13186 0.01011 -1.53404 -0.0851 -0.1113 0.0883 0.362
O 1.18433 1.90698 -0.89856 -2.3286 0.6777 -0.2535 -0.642
H 1.63436 2.50347 -0.28471 -0.2507 -0.0168 0.0209 0.308
H 0.17823 1.96850 -0.68423 2.7557 0.2268 -0.6593 0.387
```
Forces are in eV/Å.

Output
* structure (SMILES): CC1(C)NC(O)(O)C1=O.O
* total charge: 0
* LUMO energy: 0.53 eV
* spin multiplicity: 1
* DFT total energy: -15041.9381 eV
* highest occupied orbital energy: -9.1938 eV
* energy above the lowest of the compared OMol25 structures with the same formula, charge and spin: 2.663 eV

---

# 3
This record from the Open Molecules 2025 dataset describes one molecule with the formula C5H11NO4 at a distorted geometry. The level of theory is wB97M-V/def2-TZVPD.

```
21
Properties=species:S:1:pos:R:3:forces:R:3:mulliken_charge:R:1
C -2.11877 -2.01269 0.08059 0.1621 0.0957 -0.0116 -1.473
C -2.41016 -0.52409 0.27906 0.2922 0.2422 0.4575 0.649
C -3.72684 -0.11276 -0.36199 -0.0243 0.2345 -0.0255 -1.483
C -1.28204 0.35353 -0.28993 0.5406 0.2160 -0.7280 0.048
O -1.61102 1.72939 -0.20968 0.4272 0.6461 0.3623 -0.544
C 0.06841 0.13101 0.38030 -0.0397 -1.3980 1.4557 -0.554
O 1.02303 0.95839 -0.19852 2.0979 1.0493 -0.9810 -0.256
O 2.29007 0.83116 0.56136 -1.7099 0.6516 1.5589 -0.009
N 3.20581 0.28913 -0.23071 1.6114 -1.4315 -2.1437 0.299
O 4.26061 0.07903 0.28726 -1.8204 0.8452 0.2689 -0.408
H -1.93793 -2.22701 -0.97257 -0.0143 -0.0351 -0.1241 0.325
H -1.23829 -2.34025 0.63670 -0.0560 0.0107 0.0083 0.381
H -2.95611 -2.63256 0.40332 -0.0368 0.1207 0.0202 0.414
H -2.46475 -0.31621 1.35882 -0.0165 -0.0168 -0.1509 0.270
H -3.67389 -0.24781 -1.44086 -0.0361 -0.0672 -0.1665 0.335
H -4.56679 -0.69667 0.01299 0.0642 -0.0809 0.0637 0.418
H -3.93001 0.94183 -0.17622 -0.0213 -0.0599 -0.0025 0.350
H -1.18183 0.12690 -1.36279 0.0809 -0.3078 0.0605 0.215
H -0.78032 2.24681 -0.30229 -0.8411 -0.4714 0.0286 0.360
H 0.03290 0.39102 1.44221 -0.3954 -0.1273 0.1015 0.341
H 0.41596 -0.90068 0.28944 -0.2645 -0.1163 -0.0523 0.324
```
Forces are in eV/Å.

Output
* structure (SMILES): CC(C)[C@@H](O)COON=O
* total charge: 0
* LUMO energy: 0.16 eV
* spin multiplicity: 1
* DFT total energy: -15037.8602 eV
* highest occupied orbital energy: -10.6196 eV
* energy above the lowest of the compared OMol25 structures with the same formula, charge and spin: 6.741 eV

---

# 4
This record from the Open Molecules 2025 dataset describes one molecule with the formula C5H11NO4S. The level of theory is wB97M-V/def2-TZVPD.

```
22
Properties=species:S:1:pos:R:3:forces:R:3:mulliken_charge:R:1
C -1.62397 -2.53174 -0.18600 -0.0860 -0.1401 0.1828 -0.757
O -0.99675 -1.38493 -0.73623 0.1828 0.2668 -0.0392 -0.347
C 0.31156 -1.23708 -0.38377 0.3946 -0.4271 0.1485 0.127
N 0.93573 -0.25200 -1.14862 0.0187 0.0637 -0.0225 -0.318
C 0.20434 0.97404 -1.43856 0.0087 0.2486 -0.2771 -0.667
C 0.33041 2.07656 -0.38216 -0.0046 -0.1201 -0.3426 -0.531
C -0.21133 1.64677 0.96211 0.6406 -0.3986 0.1430 -0.780
S 0.89927 0.40216 1.67584 -0.4171 -0.1826 0.4782 1.188
O 2.22975 0.60268 1.17605 0.1203 0.1127 -0.1536 -0.666
O 0.71657 0.36308 3.08900 -0.2321 0.0195 0.0958 -0.668
O 0.32937 -0.96777 1.13244 0.0047 0.2614 -0.2436 -0.385
H -1.47147 -2.56789 0.89718 -0.1184 -0.0228 -0.1410 0.344
H -1.22814 -3.44565 -0.64418 -0.0543 0.0965 0.0262 0.293
H -2.68419 -2.42540 -0.41473 0.1153 -0.1303 0.0616 0.256
H 0.87967 -2.17952 -0.44165 -0.1913 0.2448 0.2016 0.312
H 1.86136 -0.05341 -0.77977 -0.0591 -0.1983 -0.2205 0.390
H -0.84215 0.69947 -1.58018 0.0835 0.1437 -0.1033 0.350
H 0.59843 1.34612 -2.38917 -0.1994 0.0497 0.0677 0.347
H 1.38442 2.33378 -0.25484 -0.0881 0.1683 -0.0872 0.331
H -0.20145 2.96219 -0.73907 0.0150 -0.0292 0.0623 0.388
H -0.23128 2.45604 1.68641 0.0289 0.0213 0.0987 0.434
H -1.19014 1.18251 0.89990 -0.1626 -0.0482 0.0642 0.359
```
Forces are in eV/Å.

Output
* structure (SMILES): CO[C@H]1NCCCS(=O)(=O)O1
* total charge: 0
* LUMO energy: 0.76 eV
* spin multiplicity: 1
* DFT total energy: -25878.0606 eV
* highest occupied orbital energy: -9.7929 eV
* energy above the lowest of the compared OMol25 structures with the same formula, charge and spin: 1.643 eV